Formula: C3Ag6O9
Source: the OMol25 dataset
Level of theory: wB97M-V/def2-TZVPD

Geometry as ORCA input:
```
! wB97M-V def2-TZVPD RIJCOSX def2/J DEFGRID3
* xyz 0 1
Ag 11.897 -17.335 -11.838
Ag 13.333 -19.863 -11.517
Ag 12.212 -17.054 -5.380
Ag 15.666 -18.448 -8.271
Ag 12.546 -15.550 -7.982
Ag 13.105 -21.073 -8.502
C 12.917 -17.904 -9.054
O 13.226 -16.911 -9.789
O 12.734 -17.788 -7.759
O 12.745 -19.061 -9.557
C 15.981 -21.299 -8.320
O 15.216 -21.869 -7.418
O 17.195 -21.548 -8.262
O 15.287 -20.544 -9.172
C 10.740 -20.898 -11.325
O 11.459 -21.300 -10.352
O 11.039 -21.386 -12.460
O 9.862 -20.014 -11.106
*
```

Atom charges from the Löwdin analysis, given in e for atoms 1 to 6: number 1, Ag, carries 0.761; number 2, Ag, carries 0.801; number 3, Ag, carries 0.589; number 4, Ag, carries 0.826; number 5, Ag, carries 0.649; number 6, Ag, carries 0.788

=====

Formula: C3Br2Cl2N2S
Source: the OMol25 dataset
Level of theory: wB97M-V/def2-TZVPD

Geometry as ORCA input:
```
! wB97M-V def2-TZVPD RIJCOSX def2/J DEFGRID3
* xyz 0 1
C -0.486 -0.004 -0.049
C 0.801 0.755 -0.223
C -0.214 -1.267 0.196
N 1.859 0.017 -0.190
N -1.822 0.760 0.217
S 1.487 -1.544 0.165
Cl 0.802 2.434 -0.575
Cl -1.129 -2.737 0.468
Br -2.622 1.183 -1.474
Br -2.837 -0.336 1.451
*
```

Atom charges from the Löwdin analysis, given in e for atoms 1 to 6: number 1, C, carries -0.512; number 2, C, carries -0.826; number 3, C, carries -0.988; number 4, N, carries -0.308; number 5, N, carries -0.853; number 6, S, carries 0.984

=====

LUMO, respectively: -4.2709; -1.2338 eV.
DFT total energy, respectively: -45523.6500; -182053.1571 eV.
ΔE to the lowest compared entry with this formula, charge and spin, respectively: 0.0; 0.0 kcal per mole.